[1]
Here is a 2-piece molecular cluster, C5H11N2 overall in a non-equilibrium geometry from the Open Molecules 2025 dataset. Energies are from the ωB97M-V functional and the def2-TZVPD basis.

The value obtained for the LUMO energy is -4.0020 eV. As for the total charge: +1.

```
18
Properties=species:S:1:pos:R:3:forces:R:3:lowdin_charge:R:1
H -0.65542 -0.10924 -1.36037 0.4 0.3 0.6 0.073
H -1.10320 3.98195 -1.47040 -0.3 -0.2 0.7 0.115
N -0.02582 -1.44591 -0.85458 -0.5 -0.7 1.6 0.092
H -0.01587 3.32439 -2.50615 1.0 -0.2 -0.3 0.095
H 0.44017 3.76438 -0.79805 2.1 1.3 1.2 0.066
H 0.10650 -2.28466 -1.40092 0.4 -0.2 -0.6 0.107
C 0.36826 -1.62238 0.32069 0.8 -0.3 -0.9 -0.113
H -0.17763 -3.68372 2.33962 0.9 0.6 -0.4 0.100
H -0.68625 1.87569 0.09937 -0.2 -0.4 2.1 0.125
C -0.22032 3.33440 -1.44939 -2.9 -1.6 -1.4 0.007
H -0.51242 1.06373 -2.57323 0.6 0.6 -3.9 0.098
H 0.96887 -2.82236 3.36134 1.5 -0.6 1.0 0.050
C -0.52979 1.96448 -0.91865 0.4 1.4 -1.7 -0.055
C 0.29455 -2.70104 2.57619 -1.3 -0.9 -0.8 -0.080
C 0.96184 -1.93750 1.43980 -1.5 0.4 0.9 -0.092
H -0.51597 -2.24062 3.10751 -0.6 1.1 -0.3 0.071
N -0.54796 0.92646 -1.63979 -1.1 -0.4 2.5 0.222
H 1.85048 -1.38804 1.72702 0.3 -0.3 -0.5 0.119
```
Positions in Å, forces in eV/Å.

---

[2]
Here is C5H11N2O as an isolated structure in a non-equilibrium geometry from the Open Molecules 2025 dataset. Energies are from the ωB97M-V functional and the def2-TZVPD basis.

The value obtained for the LUMO energy is -3.0805 eV. As for the total charge: +1.

```
19
Properties=species:S:1:pos:R:3:forces:R:3:lowdin_charge:R:1
C 0.24284 -0.39421 0.07110 4.2 3.8 -0.7 -0.157
H -3.58756 -0.25202 -0.66325 -0.2 1.1 1.5 0.151
C 0.87040 1.57067 -0.76916 2.7 3.3 -2.0 -0.119
H 1.24794 2.47420 -1.32085 -0.4 -0.9 0.9 0.169
C 1.57255 0.51625 -0.38979 -3.6 -4.3 1.3 -0.111
N -0.74902 0.39835 -0.07906 -2.0 -1.5 0.8 0.004
H -2.08402 0.21728 0.17251 -0.2 0.8 -0.1 0.094
H 3.20947 -0.97790 -0.89050 -0.7 1.7 0.5 0.109
H -3.58585 1.30115 0.12606 0.0 0.1 -0.6 0.110
H -3.75937 -0.00029 1.06071 0.2 -0.3 -0.7 0.122
H 3.41200 -0.09715 0.72127 -1.0 0.4 -2.2 0.127
N -3.32155 0.32392 0.18634 0.2 -1.3 -0.3 0.163
C 3.00144 0.03249 -0.38513 0.7 -0.5 1.5 -0.053
O -0.44581 1.61278 -0.58459 0.1 -0.7 -0.1 0.034
C 0.13948 -1.64937 0.79241 -1.8 0.2 -0.5 0.008
H 3.56604 0.84210 -0.86067 0.3 -0.5 0.1 0.077
H 1.02234 -1.94380 1.25470 1.5 -0.1 1.2 0.075
H -0.71968 -1.54075 1.46304 0.4 -0.5 0.2 0.104
H -0.03165 -2.43370 0.09485 -0.5 -0.8 -0.7 0.093
```
Positions in Å, forces in eV/Å.

---

[3]
Here is C5H11N2O as an isolated structure in a non-equilibrium geometry from the Open Molecules 2025 dataset. Energies are from the ωB97M-V functional and the def2-TZVPD basis.

The value obtained for the LUMO energy is -3.5373 eV. As for the total charge: +1.

```
19
Properties=species:S:1:pos:R:3:forces:R:3:lowdin_charge:R:1
H -2.48372 0.66676 0.54801 -0.8 -0.5 -0.3 0.089
C 0.07243 -0.20320 0.07685 3.6 1.0 -0.2 -0.104
H 3.61202 1.09389 0.46314 2.8 0.4 1.5 0.081
C 2.72391 1.32470 0.02691 -4.4 -1.5 2.0 0.050
H 2.77552 1.60193 -0.94571 0.4 1.4 -3.0 0.079
H -2.10569 0.97158 -1.19925 -1.2 0.1 -1.9 0.079
H 0.65324 -1.95931 0.13881 -0.3 -0.8 -0.3 0.134
H 1.94561 1.88119 0.59693 1.4 0.5 -0.2 0.111
C -1.95999 1.22702 -0.20842 1.6 0.4 3.5 -0.003
H -0.11971 1.83933 0.28565 1.5 -0.1 0.0 0.116
C 2.09240 -0.00954 0.03212 -3.1 -4.4 0.5 -0.173
H -1.67918 -2.45432 0.89531 -1.1 -1.3 3.3 0.062
O 2.47202 -1.14321 0.10276 0.2 2.3 -0.3 0.122
C -1.51031 -2.15738 -0.05048 -1.2 3.9 -1.1 0.000
H -1.34215 -2.96166 -0.64136 -0.3 -2.5 -2.1 0.069
H -2.36748 -1.43904 -0.36056 1.7 -1.5 0.2 0.135
H -2.01137 2.24492 0.19467 -0.9 0.1 -1.3 0.110
N -0.24199 -1.48762 -0.00679 1.7 4.0 0.1 0.036
N -0.52555 0.96395 0.05141 -1.6 -1.4 -0.3 0.007
```
Positions in Å, forces in eV/Å.

---

[4]
Here is an isolated ion of composition C5H11N2O and charge +1 in a non-equilibrium geometry from the Open Molecules 2025 dataset. Energies are from the ωB97M-V functional and the def2-TZVPD basis.

The value obtained for the LUMO energy (spin up / spin down) is -3.9003 / -3.8999 eV. As for the total charge: +1.

```
19
Properties=species:S:1:pos:R:3:forces:R:3:lowdin_charge:R:1
C 1.14332 -0.46267 1.66092 -1.5 0.9 1.8 -0.144
H -1.48782 -0.78344 -0.22781 0.1 -0.5 0.3 0.142
H 1.03391 -1.23084 -1.57998 0.3 -0.8 0.9 0.178
H 0.53312 -2.14624 -0.08728 0.0 2.0 -2.1 0.223
H -0.56887 1.76734 2.29396 1.3 -0.7 2.0 0.062
H 2.00698 -0.11122 2.23892 0.2 -0.4 -0.4 0.087
C -0.81165 -0.81069 -1.07697 -2.6 -1.4 -0.7 -0.160
C -0.87302 0.57578 -1.66762 2.2 0.1 -0.3 -0.073
H 2.00350 0.34505 -0.15150 1.4 0.2 -1.0 0.061
N 0.52662 -1.20374 -0.67685 1.7 -0.2 2.0 -0.006
N -1.01845 2.18732 1.54408 -1.5 0.2 -4.8 0.289
H 0.32266 0.23636 2.09430 0.8 -1.7 0.3 0.049
H 0.92759 -1.53511 1.91982 0.1 0.9 -0.1 0.096
H -1.57811 0.68282 -2.47417 0.1 -0.1 -0.4 0.143
C -0.97893 1.79901 0.39614 1.8 -1.2 2.9 -0.154
H -1.18589 -1.62603 -1.80175 0.3 1.5 0.9 0.173
C 1.17169 -0.13689 0.24396 -2.5 0.1 -0.8 -0.205
H 0.20029 0.84862 -1.88358 -1.3 0.2 -0.3 0.154
O -1.36694 1.60457 -0.76459 -1.0 0.9 -0.2 0.087
```
Positions in Å, forces in eV/Å.

---

[5]
Here is an isolated ion of composition C5H11N2O and charge +1 in a non-equilibrium geometry from the Open Molecules 2025 dataset. Energies are from the ωB97M-V functional and the def2-TZVPD basis.

The value obtained for the LUMO energy is -4.8383 eV. As for the total charge: +1.

```
19
Properties=species:S:1:pos:R:3:forces:R:3:lowdin_charge:R:1
C 0.56550 -0.35144 -0.45707 1.6 1.1 -0.4 -0.299
C 1.00299 2.24479 0.23392 -0.9 -0.6 0.6 0.052
H -2.88044 0.46175 0.27271 -2.2 1.5 1.2 0.129
H -0.19955 -1.00711 1.52872 0.2 -0.1 -2.0 0.159
C -1.78957 -1.08853 -0.06728 4.8 -2.6 0.3 -0.144
H 2.44545 -1.02165 -1.20335 -0.2 -0.3 0.5 0.092
H 0.56306 3.18002 0.47338 -0.6 0.7 0.4 0.098
H 1.65714 2.39687 -0.55988 0.8 0.2 -2.4 0.091
H 0.08378 -2.41079 0.36967 -0.9 2.7 -0.5 0.181
C -0.25942 -1.25587 0.38577 -1.5 -2.1 2.3 -0.151
H -2.25459 -1.61933 0.72817 -1.4 0.2 0.6 0.117
N 2.02131 -0.70754 -0.33716 -2.4 1.3 1.7 0.068
C 0.05322 1.15424 -0.08517 0.9 -2.5 0.2 -0.056
H 0.30091 -0.44932 -1.50480 -0.4 0.0 -0.3 0.158
H 1.97755 -1.34305 0.48448 1.3 0.3 -1.4 0.091
H 1.83284 1.98491 0.90197 -0.8 -0.6 0.7 0.129
N -2.07941 0.29089 -0.22768 -1.3 -1.9 -2.3 0.032
H -1.81234 -1.74919 -0.95252 -0.7 1.0 -0.1 0.136
O -1.22842 1.29035 0.01610 3.6 1.6 0.9 0.117
```
Positions in Å, forces in eV/Å.

---

[6]
Here is C5H11N2O as an isolated structure in a non-equilibrium geometry from the Open Molecules 2025 dataset. Energies are from the ωB97M-V functional and the def2-TZVPD basis.

The value obtained for the LUMO energy is -8.4161 eV. As for the total charge: +1.

```
19
Properties=species:S:1:pos:R:3:forces:R:3:lowdin_charge:R:1
N 1.72189 -2.44713 -0.74123 -3.6 1.4 -2.4 0.088
H -0.76368 -2.12843 -1.80379 -0.2 0.4 1.7 0.066
H 2.39792 -3.17588 -0.96727 1.2 1.3 -0.3 0.086
H 1.07580 -0.57070 0.74935 -0.8 0.3 -0.2 0.069
H 1.47043 1.11860 0.91554 -0.2 0.2 -0.5 0.102
H 1.61533 -1.48684 -2.85334 1.3 0.0 0.5 0.128
C -1.95828 1.82039 1.89514 -1.5 0.4 3.1 -0.188
H -1.30550 0.05499 0.01723 0.3 -0.3 0.0 0.185
O -2.20956 0.82884 2.54047 0.4 -0.3 -1.2 0.184
C -0.50450 0.84810 0.01441 -1.9 1.6 0.3 -0.187
H -2.22580 2.77277 2.38199 0.2 0.3 -0.4 0.153
H 0.34812 0.44299 2.00639 -0.2 -0.3 -0.7 0.100
C 0.62829 0.42156 0.93163 1.5 -0.5 1.8 -0.039
H -0.31252 1.16719 -1.00272 0.6 -0.5 -0.1 0.120
N -0.13409 -1.34094 -1.97824 1.5 -1.4 -1.1 0.045
H -1.33629 2.88370 0.12251 -0.5 -0.1 -0.2 0.161
C 1.10928 -1.77750 -1.93079 -3.5 -1.4 -1.9 -0.348
H 1.69935 -1.33735 -0.90517 3.4 -0.5 3.3 0.065
C -1.31621 1.90562 0.60789 1.9 -0.8 -1.6 0.210
```
Positions in Å, forces in eV/Å.

---

[7]
Here is an isolated ion of composition C5H11N2O and charge +1 in a non-equilibrium geometry from the Open Molecules 2025 dataset. Energies are from the ωB97M-V functional and the def2-TZVPD basis.

The value obtained for the LUMO energy is -3.7052 eV. As for the total charge: +1. The SMILES is N/C(=C\[NH3+])CCC=O.

```
19
Properties=species:S:1:pos:R:3:forces:R:3:lowdin_charge:R:1
H -2.35540 2.31690 -0.17047 -1.0 0.4 -0.7 0.169
H 0.01598 -1.53705 1.37635 -0.2 -0.3 -0.4 0.132
C -1.64629 0.43028 -0.43204 1.6 -3.6 2.3 -0.124
C -0.01477 -1.16347 0.34954 2.4 1.4 0.6 -0.102
H -2.94126 1.25880 -1.56900 0.0 1.8 1.1 0.196
C 1.44159 -1.25961 -0.30654 -0.9 -2.1 0.9 -0.084
C -0.49449 0.26294 0.36503 -2.7 1.9 -3.8 -0.276
H 1.10641 1.08492 1.00865 4.2 -1.1 2.0 0.041
H -2.15016 -0.55855 -0.65969 0.0 2.0 -0.1 0.131
N 0.28564 1.32675 0.64628 -1.6 -2.3 -1.1 0.200
H -0.72492 -1.57716 -0.28091 -1.0 -1.7 -0.7 0.070
H 0.10877 2.24864 0.80054 -1.5 2.7 0.2 0.088
H 1.66404 -2.22644 -0.83932 -0.7 0.4 0.7 0.132
C 2.41851 -1.22858 0.88950 -0.9 -0.7 -5.9 -0.265
H 3.34125 -1.68385 0.66197 1.9 -0.6 0.3 0.115
O 2.02181 -0.80261 1.87856 -0.5 2.0 5.4 0.101
N -2.19654 1.67663 -0.94974 2.0 -1.5 -2.1 0.166
H -1.44277 2.02494 -1.63840 -1.4 0.2 1.3 0.205
H 1.56258 -0.59348 -1.13032 0.4 1.2 -0.2 0.104
```
Positions in Å, forces in eV/Å.

---

[8]
Here is an isolated ion of composition C5H11N2O2 and charge +1 in a non-equilibrium geometry from the Open Molecules 2025 dataset. Energies are from the ωB97M-V functional and the def2-TZVPD basis.

The value obtained for the LUMO energy is -4.4646 eV. As for the total charge: +1.

```
20
Properties=species:S:1:pos:R:3:forces:R:3:lowdin_charge:R:1
H -0.95912 2.06185 1.42516 -1.4 -1.3 -1.1 0.139
H -1.87911 2.05786 -0.17367 0.4 -1.3 1.4 0.149
H -1.95284 -2.34493 -0.17082 1.8 0.0 -0.5 0.138
N 1.01094 1.25104 0.46121 0.7 -3.2 -1.7 0.115
C 2.11722 0.51358 0.09457 -1.2 0.7 0.4 -0.201
O 0.05587 -1.27848 1.32583 0.7 2.2 0.5 0.243
C -0.33550 -0.85055 0.20836 -0.6 1.6 -1.0 -0.185
H 2.99190 1.00659 0.48213 0.9 -0.5 -0.1 0.145
H -2.12762 0.70347 1.04429 -0.7 -0.6 0.4 0.084
H -1.75702 -1.07626 -1.41339 1.3 -1.0 1.1 0.141
H 0.57828 0.57670 -1.72860 -2.7 1.2 0.6 0.176
H -0.33237 -2.15033 -1.32736 -0.5 -1.0 0.0 0.116
H 1.11111 1.97485 1.08643 0.0 1.8 1.4 0.118
C -1.13482 -1.75301 -0.69846 -1.7 2.6 -0.6 0.041
C -1.41221 1.35325 0.61334 0.1 4.5 0.8 0.039
N 1.96602 -0.55497 -0.60379 0.9 0.1 0.5 0.107
H 2.85894 -1.07812 -0.67357 -0.8 0.5 -0.3 0.107
H -0.23181 -2.14888 1.43991 -0.6 -2.8 0.7 0.132
C -0.23868 0.76191 -0.03652 0.7 -2.3 0.7 -0.624
O -0.32918 0.97445 -1.35504 2.8 -1.3 -3.3 0.022
```
Positions in Å, forces in eV/Å.

---

Calculated energy above the lowest of the compared OMol25 structures with the same formula, charge and spin (kJ/mol), listed in the same order as above: 219.9 304.2 361.4 647.2 514.8 933.9 365.2 210.5